This record from OMol25 describes one molecule with the formula C5H8O2 in a non-equilibrium geometry. The level of theory is ωB97M-V/def2-TZVPD.

```
15
C5H8O2 ωB97M-V/def2-TZVPD
C 1.23 -0.56 -0.79
C 0.28 -0.43 0.42
O 0.89 -0.94 1.58
C -0.24 0.97 0.65
C -1.39 0.86 -0.35
C -1.37 -0.70 -0.10
O -2.22 -1.55 -0.18
H 2.28 -0.37 -0.53
H 1.17 -1.57 -1.21
H 0.97 0.16 -1.57
H 1.83 -1.12 1.42
H -0.66 0.99 1.66
H 0.53 1.72 0.53
H -2.24 1.52 -0.15
H -1.08 1.02 -1.39
```

Properties
Charge = 0
ΔE to the lowest compared entry with this formula, charge and spin = 1.765 eV
Frontier orbital gap = 9.90 eV
SMILES = C[C@@]1(O)CCC1=O

***

This record from OMol25 describes one molecule with the formula C5H8O2 in a non-equilibrium geometry. The level of theory is ωB97M-V/def2-TZVPD.

```
15
C5H8O2 ωB97M-V/def2-TZVPD
C 2.34 0.30 0.26
C 1.24 -0.11 -0.03
C -0.19 -0.25 -0.19
C -0.79 -1.50 0.47
O -0.61 -0.21 -1.56
C -0.42 1.18 0.49
O -0.92 2.11 -0.41
H 3.38 0.15 0.25
H -1.86 -1.58 0.26
H -0.65 -1.47 1.56
H -0.31 -2.41 0.09
H 0.13 -0.44 -2.13
H 0.60 1.49 0.80
H -1.02 1.07 1.40
H -0.94 1.67 -1.27
```

Properties
Charge = 0
ΔE to the lowest compared entry with this formula, charge and spin = 3.569 eV
Frontier orbital gap = 9.95 eV
SMILES = C#C[C@](C)(O)CO

***

This record from OMol25 describes one molecule with the formula C5H8O2. The level of theory is ωB97M-V/def2-TZVPD.

```
15
C5H8O2 ωB97M-V/def2-TZVPD
C 1.86 -0.38 0.76
C 0.69 -0.06 -0.08
C 0.15 -0.74 -1.17
C -0.70 -0.07 0.16
O -1.18 -0.77 1.22
C -1.27 1.26 -0.36
O -0.35 1.75 -1.20
H 2.77 -0.41 0.16
H 1.70 -1.36 1.21
H 1.97 0.35 1.57
H -0.33 -0.14 -1.95
H 0.52 -1.74 -1.41
H -2.15 -0.68 1.25
H -2.30 1.20 -0.77
H -1.37 1.80 0.62
```

Properties
Charge = 0
ΔE to the lowest compared entry with this formula, charge and spin = 5.360 eV
Frontier orbital gap = 7.61 eV

***

This record from OMol25 describes one molecule with the formula C5H8O2. The level of theory is ωB97M-V/def2-TZVPD.

```
15
C5H8O2 ωB97M-V/def2-TZVPD
C -0.43 2.12 -0.81
C 0.28 0.81 -0.57
O 0.91 0.25 -1.44
C 0.16 0.18 0.81
C -0.36 -1.26 0.72
C 0.52 -2.19 -0.09
O 0.10 -3.22 -0.58
H 0.04 2.91 -0.22
H -0.36 2.37 -1.87
H -1.48 2.05 -0.51
H 1.17 0.17 1.26
H -0.47 0.77 1.47
H -0.42 -1.69 1.73
H -1.37 -1.30 0.30
H 1.58 -1.91 -0.18
```

Properties
Charge = 0
ΔE to the lowest compared entry with this formula, charge and spin = 0.604 eV
Frontier orbital gap = 10.34 eV
SMILES = CC(=O)CCC=O

***

This record from OMol25 describes C5H8O2 as an isolated structure in a non-equilibrium geometry. The level of theory is ωB97M-V/def2-TZVPD.

```
15
C5H8O2 ωB97M-V/def2-TZVPD
O -1.66 1.17 0.26
C -1.64 -0.16 -0.21
C -0.22 -0.60 -0.23
C 0.56 -0.28 1.01
C 1.57 0.17 0.28
O 2.86 0.17 0.68
C 0.83 0.27 -1.02
H -2.57 1.49 0.19
H -2.20 -0.83 0.47
H -2.05 -0.25 -1.22
H -0.13 -1.65 -0.54
H 0.33 -0.16 2.06
H 2.65 -0.49 1.38
H 0.38 1.26 -1.17
H 1.29 -0.10 -1.95
```

Properties
Charge = 0
ΔE to the lowest compared entry with this formula, charge and spin = 2.821 eV
Frontier orbital gap = 9.11 eV

***

This record from OMol25 describes one molecule with the formula C5H8O2. The level of theory is ωB97M-V/def2-TZVPD.

```
15
C5H8O2 ωB97M-V/def2-TZVPD
O 1.88 0.85 -1.48
C 0.90 1.08 -0.50
C -0.53 0.55 -0.78
C -0.53 -0.13 0.59
C -2.07 -1.77 0.99
O -0.90 -1.52 0.48
C 0.96 0.21 0.78
H 1.90 -0.10 -1.65
H 0.92 2.15 -0.30
H -0.54 -0.18 -1.59
H -1.33 1.28 -0.95
H -1.20 0.30 1.34
H -2.27 -2.81 0.64
H 1.63 -0.65 0.69
H 1.18 0.73 1.71
```

Properties
Charge = 0
ΔE to the lowest compared entry with this formula, charge and spin = 4.160 eV
Frontier orbital gap = 9.53 eV

***

This record from OMol25 describes a 2-piece molecular cluster, C5H8O2 overall in a non-equilibrium geometry. The level of theory is ωB97M-V/def2-TZVPD.

```
15
C5H8O2 ωB97M-V/def2-TZVPD
C 1.33 0.96 -0.16
C 0.38 0.50 0.65
O 0.74 -0.21 1.78
C -1.11 0.74 0.48
C -1.67 -0.46 -0.24
O -1.04 -0.64 -1.53
C -0.57 -1.39 -0.59
H 1.11 1.46 -1.10
H 2.37 0.82 0.11
H 1.91 -0.89 -1.21
H 0.59 -1.16 1.64
H -1.55 0.85 1.47
H -1.29 1.66 -0.09
H -2.69 -0.83 -0.20
H 1.42 -1.46 -1.13
```

Properties
Charge = 0
ΔE to the lowest compared entry with this formula, charge and spin = 5.801 eV
Frontier orbital gap = 9.74 eV

***

This record from OMol25 describes one molecule with the formula C5H8O2. The level of theory is ωB97M-V/def2-TZVPD.

```
15
C5H8O2 ωB97M-V/def2-TZVPD
C -1.94 -0.17 -0.98
C -0.85 -0.40 0.06
C 0.11 0.79 0.19
C 1.37 0.33 0.88
O 1.59 0.38 2.07
C 2.44 -0.30 0.00
O 2.35 -0.36 -1.20
H -2.50 0.75 -0.78
H -2.64 -1.01 -1.00
H -1.49 -0.08 -1.98
H -0.29 -1.30 -0.21
H -1.30 -0.60 1.04
H 0.38 1.17 -0.80
H -0.34 1.60 0.78
H 3.30 -0.70 0.56
```

Properties
Charge = 0
ΔE to the lowest compared entry with this formula, charge and spin = 0.816 eV
Frontier orbital gap = 9.34 eV
SMILES = CCCC(=O)C=O

***

This record from OMol25 describes one molecule with the formula C5H8O2 in a non-equilibrium geometry. The level of theory is ωB97M-V/def2-TZVPD.

```
15
C5H8O2 ωB97M-V/def2-TZVPD
C 1.78 -0.56 0.23
C 0.37 0.39 0.60
C -1.01 -0.38 0.63
O -0.95 -1.66 0.06
C -1.54 0.69 -0.37
O -0.76 0.46 -1.54
C -0.20 1.29 -0.48
H 2.59 -0.70 1.01
H 2.27 -0.10 -0.63
H 1.35 -1.53 0.05
H 1.18 0.50 1.29
H -1.58 -0.47 1.56
H -0.71 -1.49 -0.87
H -2.52 1.14 -0.49
H 0.05 2.30 -0.81
```

Properties
Charge = 0
ΔE to the lowest compared entry with this formula, charge and spin = 4.628 eV
Frontier orbital gap = 10.41 eV
SMILES = C[C@@H]1[C@H](O)[C@@H]2O[C@H]12

***

This record from OMol25 describes C5H8O2 as an isolated structure in a non-equilibrium geometry. The level of theory is ωB97M-V/def2-TZVPD.

```
15
C5H8O2 ωB97M-V/def2-TZVPD
O -2.52 -0.22 -0.87
C -1.41 0.59 -0.57
C -0.62 -0.03 0.57
O -0.16 -1.36 0.22
C 1.13 -1.06 0.73
C 1.68 0.24 -0.25
C 0.80 0.40 0.90
H -2.18 -1.11 -1.00
H -0.78 0.74 -1.46
H -1.80 1.57 -0.27
H -1.26 -0.09 1.46
H 2.03 -1.35 0.16
H 1.33 0.16 -1.26
H 2.72 0.54 -0.12
H 1.08 1.02 1.73
```

Properties
Charge = 0
ΔE to the lowest compared entry with this formula, charge and spin = 4.498 eV
Frontier orbital gap = 9.35 eV

***

This record from OMol25 describes one molecule with the formula C5H8O2. The level of theory is ωB97M-V/def2-TZVPD.

```
15
C5H8O2 ωB97M-V/def2-TZVPD
C 0.72 -1.03 0.94
C 0.05 -0.49 -0.32
O 0.01 -1.58 -1.21
C -1.23 0.38 -0.16
C -0.38 1.67 -0.15
C 0.80 0.83 -0.67
O 1.88 1.10 -1.11
H 0.33 -2.06 1.09
H 1.79 -1.12 0.72
H 0.58 -0.40 1.82
H 0.04 -2.36 -0.63
H -1.84 0.31 -1.07
H -1.86 0.20 0.71
H -0.68 2.48 -0.81
H -0.20 2.08 0.85
```

Properties
Charge = 0
ΔE to the lowest compared entry with this formula, charge and spin = 1.285 eV
Frontier orbital gap = 10.29 eV
SMILES = C[C@@]1(O)CCC1=O

***

This record from OMol25 describes one molecule with the formula C5H8O2 in a non-equilibrium geometry. The level of theory is ωB97M-V/def2-TZVPD.

```
15
C5H8O2 ωB97M-V/def2-TZVPD
C 1.07 0.62 -0.80
C -0.08 1.12 -0.03
C 2.14 -0.42 0.95
C -1.18 -1.11 -0.29
C -1.09 0.31 0.21
O 2.14 0.50 0.05
O -2.07 0.65 1.07
H 1.40 1.27 -1.48
H 0.88 -0.34 -1.23
H 0.15 2.05 0.48
H 3.19 -0.33 1.40
H -2.16 -1.51 -0.05
H -0.30 -1.79 0.12
H -1.15 -1.12 -1.46
H -2.93 0.09 1.06
```

Properties
Charge = 0
ΔE to the lowest compared entry with this formula, charge and spin = 4.779 eV
Frontier orbital gap = 9.13 eV

***

This record from OMol25 describes a 3-piece molecular cluster, C5H8O2 overall in a non-equilibrium geometry. The level of theory is ωB97M-V/def2-TZVPD.

```
15
C5H8O2 ωB97M-V/def2-TZVPD
C -0.55 1.60 0.00
C -0.03 0.64 0.75
O 0.72 0.07 1.45
H -1.33 1.49 -0.74
H -0.09 2.56 0.19
C -1.01 -1.27 -0.54
C -1.68 -1.09 0.60
H -1.36 -0.85 -1.48
H -0.06 -1.81 -0.58
H -2.59 -0.50 0.66
H -1.30 -1.49 1.54
C 2.32 0.16 -0.46
O 2.30 -0.96 -0.91
H 1.61 0.94 -0.80
H 3.04 0.50 0.31
```

Properties
Charge = 0
ΔE to the lowest compared entry with this formula, charge and spin = 3.716 eV
Frontier orbital gap = 9.99 eV
SMILES = C=C=O.C=C.C=O

***

This record from OMol25 describes one molecule with the formula C5H8O2 in a non-equilibrium geometry. The level of theory is ωB97M-V/def2-TZVPD.

```
15
C5H8O2 ωB97M-V/def2-TZVPD
C -1.06 1.12 -0.66
C -0.09 0.16 0.02
C -0.82 -0.77 0.98
O 0.90 0.98 0.69
C 0.92 -0.63 -0.84
C 1.98 -0.86 -0.05
O 2.89 -1.06 0.62
H -0.52 1.82 -1.32
H -1.83 0.60 -1.24
H -1.55 1.72 0.12
H -0.13 -1.43 1.50
H -1.41 -0.21 1.72
H -1.52 -1.40 0.40
H 1.43 1.09 -0.15
H 0.82 -1.15 -1.78
```

Properties
Charge = 0
ΔE to the lowest compared entry with this formula, charge and spin = 1.912 eV
Frontier orbital gap = 9.79 eV
SMILES = CC(C)(O)C=C=O

***

This record from OMol25 describes one molecule with the formula C5H8O2. The level of theory is ωB97M-V/def2-TZVPD.

```
15
C5H8O2 ωB97M-V/def2-TZVPD
C 0.39 1.35 0.93
C -0.17 0.30 -0.02
O -0.74 0.97 -1.12
C 0.93 -0.63 -0.55
O 0.43 -1.41 -1.62
C -1.75 -0.38 1.87
C -1.24 -0.55 0.69
H 1.21 1.89 0.45
H 0.74 0.90 1.86
H -0.40 2.08 1.16
H -0.74 0.33 -1.85
H 1.34 -1.25 0.26
H 1.73 -0.02 -0.97
H -0.09 -2.14 -1.26
H -1.66 -1.42 0.16
```

Properties
Charge = 0
ΔE to the lowest compared entry with this formula, charge and spin = 4.213 eV
Frontier orbital gap = 10.02 eV

***

This record from OMol25 describes one molecule with the formula C5H8O2 in a non-equilibrium geometry. The level of theory is ωB97M-V/def2-TZVPD.

```
15
C5H8O2 ωB97M-V/def2-TZVPD
C 0.85 0.08 0.44
C -0.54 -1.08 1.82
C -0.02 -0.80 -0.49
C 0.29 1.51 0.45
C -0.40 -0.47 -1.87
O 0.72 -0.50 1.75
O -0.84 -1.34 0.49
H 1.91 0.13 0.19
H -0.94 -1.66 2.62
H 0.60 1.86 -0.50
H 0.69 1.98 1.29
H -0.75 1.40 0.48
H -0.11 -1.24 -2.59
H 0.04 0.45 -2.24
H -1.49 -0.32 -1.81
```

Properties
Charge = 0
ΔE to the lowest compared entry with this formula, charge and spin = 4.446 eV
Frontier orbital gap (alpha / beta) = 7.89 / 8.13 eV

***

This record from OMol25 describes C5H8O2 as an isolated structure. The level of theory is ωB97M-V/def2-TZVPD.

```
15
C5H8O2 ωB97M-V/def2-TZVPD
C -1.41 1.53 0.39
C 0.90 0.29 -0.21
O 1.60 1.27 -0.30
C 0.82 -0.79 0.88
C 0.54 -1.73 -0.29
O -0.75 -1.38 -0.76
C 0.35 -0.62 -1.27
H -1.77 0.50 0.29
H -1.33 1.85 1.44
H -2.01 2.21 -0.20
H -0.42 1.59 -0.03
H 1.79 -0.83 1.36
H 0.01 -0.77 1.63
H 0.96 -2.70 -0.50
H 0.47 -0.55 -2.35
```

Properties
Charge = 0
ΔE to the lowest compared entry with this formula, charge and spin = 3.224 eV
Frontier orbital gap = 10.66 eV

***

This record from OMol25 describes C5H8O2 as an isolated structure. The level of theory is ωB97M-V/def2-TZVPD.

```
15
C5H8O2 ωB97M-V/def2-TZVPD
C 2.02 -0.39 0.48
C 0.95 0.67 0.45
O 0.50 1.07 -0.86
C -0.39 0.39 -0.06
C -2.38 0.81 -0.02
O -2.39 -0.59 -0.07
C -1.08 -0.90 -0.49
H 2.07 -0.85 1.47
H 1.81 -1.17 -0.26
H 2.99 0.05 0.25
H 1.06 1.50 1.14
H -1.26 1.06 0.58
H -2.18 1.20 -1.04
H -0.99 -1.02 -1.58
H -0.73 -1.82 0.01
```

Properties
Charge = 0
ΔE to the lowest compared entry with this formula, charge and spin = 6.218 eV
Frontier orbital gap = 9.10 eV

***

This record from OMol25 describes a 2-piece molecular cluster, C5H8O2 overall. The level of theory is ωB97M-V/def2-TZVPD.

```
15
C5H8O2 ωB97M-V/def2-TZVPD
C 2.19 0.72 0.00
C 0.83 1.31 0.09
C -0.99 -0.14 -1.12
C -1.06 -0.69 0.14
O -0.19 -0.56 1.05
C -2.24 -1.58 0.51
O -3.37 -1.41 0.11
H 2.44 0.13 0.89
H 2.93 1.53 -0.12
H 2.29 0.08 -0.89
H 0.49 1.92 -0.75
H 0.43 1.59 1.05
H -1.87 -0.13 -1.77
H -0.02 -0.11 -1.61
H -1.99 -2.39 1.22
```

Properties
Charge = 0
ΔE to the lowest compared entry with this formula, charge and spin = 4.855 eV
Frontier orbital gap (alpha / beta) = 6.54 / 8.12 eV

***

This record from OMol25 describes C5H8O2 as an isolated structure in a non-equilibrium geometry. The level of theory is ωB97M-V/def2-TZVPD.

```
15
C5H8O2 ωB97M-V/def2-TZVPD
O 0.40 -2.29 -1.10
C 1.00 -0.60 0.24
C 0.86 0.60 -0.68
C -0.50 0.78 0.03
C -1.15 2.00 0.44
O -1.68 1.19 -0.61
C -0.22 -0.47 0.79
H 0.44 -1.85 -1.95
H 1.89 -1.18 0.46
H 0.81 0.47 -1.77
H 1.61 1.36 -0.44
H -1.75 2.00 1.36
H -0.73 2.96 0.15
H -0.30 -1.83 -0.59
H -0.67 -0.94 1.66
```

Properties
Charge = 0
ΔE to the lowest compared entry with this formula, charge and spin = 3.854 eV
Frontier orbital gap = 9.92 eV